A 2-piece molecular cluster, C3H8ClP overall. Source: OMol25; level of theory: ωB97M-V/def2-TZVPD.

The geometry in ORCA input format:
```
! RIJCOSX wB97M-V def2-TZVPD def2/J DEFGRID3
* xyz 0 1
C -0.497 2.744 0.668
C 0.037 -1.063 -1.033
C 0.244 -0.343 1.514
P 0.569 0.413 -0.126
Cl 2.525 0.188 -0.312
H 0.285 2.943 1.380
H -0.307 3.447 -0.209
H 0.703 -1.773 -0.726
H -0.923 -1.145 -0.493
H 0.068 -1.052 -2.213
H 0.674 -1.268 1.641
H 0.692 0.314 2.239
H -0.808 -0.551 1.488
*
```

The HOMO energy comes out at -0.305 Eh. For the lowest unoccupied orbital energy, the calculation gives -0.1 eV. The value obtained for the HOMO-LUMO gap is 8.22 eV. Its electronic energy is -920.48634 Eh. For the energy above the lowest of the compared OMol25 structures with the same formula, charge and spin, the calculation gives 90.9 kcal per mole. The largest force on an atom is 0.07549 hartree/bohr.

Quick look at the natural (NBO) charges, all values in e: C -0.441; C -0.939; C -0.935; P 0.981; Cl -0.287; H 0.091; H 0.113; H 0.225; H 0.233; H 0.255; H 0.220; H 0.246; H 0.239